1.
Below is a structure of composition C20H17MoN2O9S2 at a distorted geometry, with properties calculated with ωB97M-V/def2-TZVPD.

Each line ends with the Mulliken charge.
Positions of all 51 atoms, in Å:
Mo 1.349 -0.394 1.558  1.081
O 0.053 4.483 -3.297  -0.493
C -0.317 4.744 -1.963  -0.587
C 0.131 3.594 -1.107  0.455
C -0.149 3.574 0.251  -1.030
C 0.270 2.508 1.020  -0.669
N 0.938 1.473 0.493  -0.509
C 1.232 1.498 -0.818  -0.096
C 0.847 2.530 -1.644  -0.351
C 2.035 0.331 -1.282  0.918
C 2.557 0.220 -2.548  -0.614
C 3.399 -0.848 -2.854  0.793
C 4.017 -0.973 -4.224  -0.843
O 3.354 -0.214 -5.205  -0.511
C 3.692 -1.765 -1.854  -1.091
C 3.119 -1.621 -0.611  -0.233
N 2.290 -0.598 -0.332  0.131
H -0.151 5.249 -3.841  0.316
H -1.401 4.854 -1.853  0.351
H 0.147 5.660 -1.582  0.364
H -0.689 4.382 0.728  0.475
H 0.078 2.473 2.083  0.723
H 1.088 2.530 -2.696  0.662
H 2.343 0.960 -3.305  0.648
H 4.099 -2.029 -4.495  0.445
H 5.036 -0.583 -4.160  0.294
H 2.582 -0.697 -5.521  0.315
H 4.360 -2.599 -2.027  0.477
H 3.314 -2.326 0.185  0.494
O 4.072 -2.960 2.437  -0.562
S 2.975 -2.281 3.051  1.129
O 1.758 -2.256 2.016  -0.507
O 2.523 -2.651 4.346  -0.543
S 3.197 -0.177 2.865  -0.174
O -1.666 1.266 3.488  -0.531
C -1.476 0.270 2.869  0.269
O -0.137 -0.041 2.529  -0.222
C -2.459 -0.711 2.404  0.286
C -2.123 -1.786 1.592  -0.270
C -3.087 -2.698 1.156  -1.259
C -4.372 -2.479 1.586  1.047
O -5.467 -3.217 1.314  -0.479
C -6.564 -2.596 2.009  -0.227
O -6.043 -1.440 2.673  -0.479
C -4.711 -1.409 2.405  1.007
C -3.787 -0.504 2.833  -1.364
H -1.097 -1.952 1.296  0.450
H -2.838 -3.541 0.529  0.464
H -6.961 -3.293 2.744  0.267
H -7.319 -2.293 1.286  0.258
H -4.041 0.331 3.470  0.527

## Properties
orbital gap (alpha / beta)	0.23288 / 0.22746	Eh
net charge	+1
LUMO energy (alpha / beta)	-0.172 / -0.178	Ha


2.
Below is a structure of composition C20H17N2O3PdS2 at a distorted geometry, with properties calculated with ωB97M-V/def2-TZVPD.

Each line ends with the Mulliken spin population.
Positions of all 45 atoms, in Å:
Pd 0.408 0.007 -0.156  0.790
S -0.812 1.522 1.371  0.113
C -0.910 0.075 2.295  0.000
C -1.690 -0.090 3.454  -0.001
C -1.760 -1.332 4.042  -0.003
C -1.041 -2.400 3.501  0.008
C -0.249 -2.150 2.397  -0.002
N -0.181 -0.956 1.814  0.054
H -2.227 0.764 3.842  -0.001
H -2.368 -1.481 4.927  -0.001
H -1.094 -3.390 3.931  0.000
H 0.376 -2.920 1.958  -0.001
C -1.973 -0.859 -1.250  0.300
C -3.098 -1.647 -1.447  0.096
C -3.023 -3.062 -1.279  0.176
C -4.066 -3.880 -1.608  -0.096
C -5.265 -3.338 -2.116  0.220
C -5.381 -1.941 -2.244  -0.097
C -4.338 -1.120 -1.911  0.197
C -6.308 -4.207 -2.523  -0.034
N -7.134 -4.934 -2.868  0.093
H -2.023 0.208 -1.388  0.016
H -1.031 -1.380 -1.131  0.090
H -2.099 -3.473 -0.889  0.013
H -3.974 -4.954 -1.502  -0.004
H -6.306 -1.523 -2.620  -0.004
H -4.432 -0.048 -2.037  0.011
C -2.585 -0.383 -6.175  0.000
C -1.483 -0.432 -5.151  0.002
C -1.204 0.661 -4.339  0.007
C -0.164 0.622 -3.419  -0.020
C 0.608 -0.521 -3.301  0.019
C 0.339 -1.622 -4.100  -0.009
C -0.700 -1.577 -5.014  0.004
S 1.986 -0.589 -2.148  -0.017
O 2.049 0.750 -1.535  0.027
O 3.134 -0.908 -2.962  0.004
O 1.639 -1.638 -1.168  0.049
H -3.172 0.530 -6.078  0.000
H -3.258 -1.235 -6.068  0.000
H -2.167 -0.416 -7.184  0.000
H -1.816 1.553 -4.419  0.002
H 0.053 1.475 -2.788  -0.001
H 0.946 -2.512 -3.991  0.000
H -0.907 -2.442 -5.635  0.001

## Properties
orbital gap (alpha / beta)	0.25170 / 0.20983	Eh
net charge	-1
spin multiplicity	3
LUMO energy (alpha / beta)	0.094 / 0.042	Ha


3.
Below is a structure of composition C20H18AlBrN2O2, with properties calculated with ωB97M-V/def2-TZVPD.

Each line ends with the Mulliken charge.
Positions of all 44 atoms, in Å:
Al 0.055 -0.550 0.410  -0.706
Br 0.833 -4.453 6.414  -0.111
C 0.936 -3.466 4.823  -0.361
C 2.140 -3.415 4.109  -0.326
C 2.249 -2.690 2.939  -0.541
C 1.152 -2.007 2.435  0.346
O 1.295 -1.311 1.289  -0.505
C -0.075 -2.044 3.151  0.394
C -1.211 -1.272 2.788  0.279
N -1.327 -0.615 1.661  0.420
C -2.282 0.412 1.422  0.265
C -3.531 0.543 1.959  -0.674
C -4.315 1.678 1.649  -0.907
C -3.844 2.659 0.824  -0.898
C -2.557 2.542 0.243  0.535
C -1.981 3.511 -0.606  -0.427
C -0.723 3.322 -1.124  -0.969
C -0.032 2.151 -0.818  0.016
N -0.539 1.214 -0.020  0.334
C -1.791 1.403 0.535  0.764
C -0.153 -2.777 4.358  -0.750
H 3.001 -3.948 4.489  0.447
H 3.187 -2.641 2.402  0.503
H -2.008 -1.184 3.524  0.356
H -3.931 -0.214 2.621  0.472
H -5.301 1.764 2.085  0.438
H -4.444 3.531 0.603  0.448
H -2.540 4.409 -0.842  0.491
H -0.260 4.057 -1.766  0.444
H 0.953 1.966 -1.227  0.622
H -1.082 -2.791 4.913  0.479
C 0.394 -3.025 -2.862  -0.639
C -0.997 -2.422 -3.065  -0.696
C -0.895 -1.102 -2.339  -0.354
O -0.007 -1.413 -1.176  0.533
C 0.688 -2.730 -1.412  -0.501
H 1.126 -2.544 -3.511  0.287
H 0.420 -4.096 -3.053  0.387
H -1.766 -3.050 -2.614  0.306
H -1.245 -2.275 -4.114  0.403
H -1.832 -0.721 -1.938  0.353
H -0.384 -0.338 -2.920  0.305
H 0.231 -3.443 -0.728  0.358
H 1.734 -2.578 -1.165  0.379

## Properties
orbital gap	0.25117	Eh
net charge	+2
LUMO energy	-0.267	Ha


4.
Below is a structure of composition C20H18AuN5OS at a distorted geometry, with properties calculated with ωB97M-V/def2-TZVPD.

Each line ends with the Mulliken charge.
Positions of all 46 atoms, in Å:
Au 0.089 -0.062 -0.125  0.557
N 3.556 2.390 -1.103  -0.434
C 2.348 1.831 -0.798  0.769
S 2.375 0.103 -0.512  -0.546
N 1.329 2.597 -0.725  -1.034
N 0.145 1.938 -0.421  0.561
C -0.834 2.695 -0.107  0.007
C -2.149 2.309 0.317  0.547
C -2.972 3.315 0.861  -0.631
C -4.219 3.032 1.358  -0.701
C -4.671 1.707 1.296  -0.437
C -3.892 0.714 0.748  -0.507
C -2.610 0.987 0.236  0.354
O -1.938 0.011 -0.336  -0.874
H 4.388 1.846 -0.971  0.188
H 3.629 3.390 -1.045  0.248
H -0.601 3.754 -0.140  0.444
H -2.591 4.331 0.896  0.355
H -4.834 3.808 1.793  0.411
H -5.651 1.461 1.689  0.384
H -4.235 -0.311 0.685  0.459
C 0.071 0.793 3.424  -1.492
N 0.063 -0.206 2.368  0.276
C 0.196 -1.438 2.647  -0.290
C 0.200 -2.418 1.588  0.448
C 0.215 -3.800 1.630  -0.781
C 0.115 -4.256 0.301  -0.596
C 0.047 -3.134 -0.508  -0.572
N 0.098 -2.028 0.265  0.084
C 1.188 1.789 3.223  0.675
C 0.909 3.135 3.017  -0.196
C 1.938 4.056 2.848  -0.675
C 3.259 3.633 2.886  -0.456
C 3.546 2.285 3.079  -0.692
C 2.516 1.370 3.239  -0.195
H 0.169 0.316 4.409  0.431
H -0.881 1.327 3.406  0.362
H 0.291 -1.784 3.683  0.318
H 0.284 -4.396 2.529  0.445
H 0.087 -5.279 -0.042  0.410
H -0.035 -3.075 -1.582  0.429
H -0.126 3.464 2.997  0.395
H 1.706 5.102 2.680  0.380
H 4.064 4.350 2.771  0.415
H 4.576 1.946 3.103  0.400
H 2.742 0.316 3.369  0.356

## Properties
orbital gap	0.25881	Eh
net charge	0
LUMO energy	-0.028	Ha


5.
Below is a structure of composition C20H18BBrF9IrN7O2P at a distorted geometry, with properties calculated with ωB97M-V/def2-TZVPD.

Each line ends with the Mulliken spin population.
Positions of all 60 atoms, in Å:
Ir -0.285 0.947 -0.247  0.823
C 3.473 -2.757 1.739  0.000
N 2.465 -1.711 1.779  0.000
C 2.116 -0.977 2.874  0.000
C 1.139 -0.116 2.473  -0.006
N 0.889 -0.324 1.150  0.045
C 1.707 -1.287 0.741  -0.005
P 1.769 -2.050 -0.915  0.000
C 1.989 -0.518 -1.861  -0.005
N 1.217 0.553 -1.806  0.062
C 1.712 1.470 -2.673  -0.009
C 2.816 0.936 -3.277  0.001
N 2.979 -0.317 -2.762  0.000
C 4.020 -1.264 -3.121  0.001
C -0.042 -2.157 -1.115  -0.034
N -0.911 -1.177 -0.924  0.122
C -2.146 -1.669 -1.205  -0.002
C -2.025 -2.985 -1.556  -0.004
N -0.695 -3.283 -1.495  0.001
C -0.096 -4.579 -1.764  0.001
H 3.969 -2.802 2.704  0.000
H 3.016 -3.724 1.535  0.000
H 4.214 -2.547 0.971  0.000
H 2.570 -1.112 3.840  0.000
H 0.626 0.631 3.047  0.002
H 1.254 2.434 -2.800  0.001
H 3.483 1.356 -4.008  0.000
H 4.639 -0.835 -3.903  0.000
H 4.648 -1.490 -2.261  0.000
H 3.583 -2.191 -3.488  0.000
H -3.028 -1.058 -1.140  0.004
H -2.771 -3.706 -1.842  0.001
H -0.867 -5.263 -2.107  0.000
H 0.670 -4.498 -2.532  0.000
H 0.354 -4.986 -0.859  0.000
Br -1.730 1.871 3.143  0.011
C -2.258 2.907 1.659  0.003
C -2.901 4.109 1.888  -0.002
C -3.355 4.820 0.786  -0.001
C -3.180 4.290 -0.482  0.004
C -2.507 3.088 -0.595  0.005
N -2.030 2.419 0.447  -0.004
C -2.279 2.451 -1.980  -0.003
O -2.827 2.970 -2.925  0.001
O -1.547 1.401 -1.941  0.004
H -3.053 4.466 2.896  0.001
H -3.851 5.772 0.919  0.000
H -3.521 4.779 -1.382  0.001
F -1.782 -1.786 2.017  -0.010
C -2.534 -0.806 2.394  -0.076
F -3.250 -0.387 1.406  -0.007
C -3.302 -1.106 3.676  0.008
F -4.056 -0.075 4.018  0.001
F -4.087 -2.170 3.502  -0.002
F -2.438 -1.378 4.649  0.001
F 2.098 4.289 1.094  0.001
B 1.668 3.130 0.548  0.039
F 0.785 2.409 1.476  0.017
F 2.679 2.248 0.184  0.000
F 0.806 3.345 -0.587  0.008

## Properties
orbital gap (alpha / beta)	0.13184 / 0.13328	Eh
net charge	+1
spin multiplicity	2
LUMO energy (alpha / beta)	-0.236 / -0.250	Ha


The calculation returns the following energy above the lowest of the compared OMol25 structures with the same formula, charge and spin values, one per record and in order: 3.0 3.5 0.0 0.0 127.1 kcal/mol.